Below is a cluster of 5 separate species, C32H74N4O8 in total, with properties calculated with ωB97M-V with the def2-TZVPD basis set.

XYZ file:
```
118
Properties=species:S:1:pos:R:3:forces:R:3:lowdin_charge:R:1
C 5.109765 12.923099 -3.116697 0.3 -1.5 -0.5 -0.03
C 5.016785 12.188289 -1.769617 0.0 -0.1 1.0 -0.49
C 6.070595 12.772679 -0.879947 1.1 0.4 0.9 -0.06
C 3.631895 12.560769 -1.182077 -0.9 -1.8 0.0 -0.15
C 3.102595 11.646469 -0.049687 1.8 0.4 -0.6 -0.17
C 3.283545 10.127419 -0.347067 -1.0 2.1 0.1 -0.15
C 4.681185 9.718089 -0.803687 1.3 -0.9 1.5 -0.43
C 5.678825 9.515089 0.428723 0.0 -0.3 -0.8 -0.04
C 4.445535 8.190729 -1.326277 0.3 3.0 -1.1 -0.03
N 5.199665 10.678099 -1.849817 -3.0 0.0 0.3 -0.11
O 6.363325 10.252309 -2.501017 0.0 0.1 0.3 -0.01
H 4.369175 13.720509 -3.177967 0.1 -0.1 -0.1 0.08
H 6.105685 13.306219 -3.339107 0.0 0.1 0.2 0.08
H 4.929845 12.142919 -3.856327 -0.4 0.3 -0.4 0.08
H 5.955715 12.544829 0.179763 -0.3 -0.1 0.1 0.07
H 7.065765 12.403999 -1.128557 0.0 0.0 -0.3 0.09
H 6.094335 13.857489 -0.983507 0.0 0.1 0.1 0.09
H 3.543985 13.598639 -0.860837 0.6 0.1 -0.1 0.12
H 2.859955 12.452249 -1.943937 0.1 0.0 -0.6 0.11
H 3.722905 11.827119 0.828203 -0.2 0.2 0.4 0.10
H 2.093325 12.026869 0.107653 -0.2 -0.7 0.4 0.11
H 2.561965 9.847729 -1.114657 0.0 -0.1 -0.1 0.11
H 2.963815 9.686779 0.597233 0.4 -0.7 -0.2 0.12
H 6.624195 9.098749 0.080843 0.1 0.1 -0.5 0.07
H 5.305925 8.704869 1.055313 -0.3 0.2 0.3 0.07
H 5.996885 10.357369 1.043133 -0.6 0.3 -0.1 0.06
H 3.732825 8.380849 -2.128777 -0.1 -0.6 -0.2 0.07
H 3.973795 7.563629 -0.569757 0.4 0.1 0.0 0.08
H 5.370285 7.839029 -1.783697 -0.1 -0.5 0.4 0.07
H 5.962435 9.732339 -3.201387 0.4 -0.1 -0.4 0.10
C 0.219725 0.897109 1.538993 -0.4 0.9 1.8 -0.02
C 1.466615 0.201249 2.178503 -0.4 -0.7 -0.3 -0.46
C 1.398575 0.162659 3.769593 -0.5 1.0 -0.2 -0.02
C 1.368935 -1.262201 1.768413 -1.4 -1.5 -1.5 -0.14
C 1.769315 -1.612981 0.301083 -0.2 0.3 0.9 -0.19
C 3.098795 -1.082271 0.077563 1.8 2.2 -0.5 -0.17
C 3.254485 0.467569 0.431453 1.3 -1.9 -2.4 -0.49
C 4.810435 0.649609 0.421273 -0.6 1.6 -0.1 -0.04
C 2.609485 1.390909 -0.715817 1.5 -1.4 1.6 0.00
N 2.729825 0.730379 1.705073 0.1 -0.9 1.8 -0.14
O 2.965575 2.053509 2.123783 -0.2 0.3 -0.1 0.00
H 0.137055 1.841429 2.077073 -0.1 0.4 -0.3 0.08
H 0.113495 1.104729 0.474243 0.8 -0.3 0.0 0.07
H -0.690255 0.371639 1.828643 0.0 -0.2 0.1 0.08
H 0.687755 -0.572741 4.146453 -0.3 -0.1 -0.5 0.08
H 2.295195 -0.041011 4.354993 0.6 -0.3 -0.9 0.08
H 1.097245 1.109929 4.216763 -0.3 0.3 -0.4 0.07
H 1.705945 -1.923661 2.566523 0.7 -0.2 -0.4 0.12
H 0.313965 -1.500971 1.633813 -0.4 0.1 1.1 0.10
H 1.767245 -2.671121 0.039473 -0.4 -0.1 0.4 0.12
H 1.123405 -1.103091 -0.413697 -0.6 -0.1 0.2 0.11
H 3.360965 -1.051811 -0.980017 0.2 -0.5 -0.1 0.12
H 3.846885 -1.646121 0.634823 0.2 0.0 0.0 0.12
H 5.297075 0.173179 -0.429797 -0.2 -0.2 0.1 0.08
H 5.345055 0.415639 1.341893 -0.3 -0.5 0.1 0.08
H 4.967465 1.719469 0.284063 0.3 0.2 -0.1 0.07
H 3.279735 1.510369 -1.567037 0.0 -0.2 0.0 0.07
H 2.616535 2.314519 -0.137027 -1.1 0.4 -0.7 0.08
H 1.697615 0.876589 -1.019257 -0.3 0.9 0.0 0.06
H 3.834215 1.962529 2.522273 0.1 0.3 0.3 0.10
C 1.191325 -8.451021 -2.934097 -0.4 0.2 0.6 -0.10
O -0.101285 -7.931721 -2.530227 0.8 -0.7 -0.8 -0.21
C -1.200125 -8.436721 -3.315937 0.0 2.4 0.3 -0.19
C -2.223805 -7.266521 -3.377517 -0.5 -0.2 0.3 -0.21
N -2.946315 -6.865321 -2.136787 0.7 1.8 -0.1 -0.04
C -3.224315 -5.348821 -2.035957 -0.7 -1.3 -0.8 -0.19
C -3.729965 -5.116011 -0.633937 0.8 0.5 0.8 -0.22
O -4.155205 -3.746411 -0.431907 -0.5 -0.6 -1.8 -0.18
C -4.361165 -3.253121 0.848653 0.2 -0.5 1.3 -0.14
H 1.373735 -9.389921 -2.411327 0.2 0.0 0.0 0.08
H 1.975485 -7.727981 -2.709577 -0.3 0.1 0.6 0.08
H 1.366725 -8.608481 -3.998307 -0.9 -0.1 -0.3 0.08
H -1.585145 -9.388161 -2.949017 0.1 0.0 -0.1 0.12
H -0.860055 -8.416451 -4.351327 0.0 -0.9 -0.2 0.11
H -2.981345 -7.513981 -4.121167 -0.1 -0.2 -0.1 0.11
H -1.645275 -6.450571 -3.810677 0.1 0.3 0.1 0.11
H -2.307215 -6.972671 -1.362097 0.3 -0.6 0.2 0.08
H -3.991635 -5.096221 -2.767747 -0.1 0.0 -0.1 0.11
H -2.375805 -4.690611 -2.222727 0.4 -0.2 -0.1 0.12
H -2.850375 -5.326601 -0.025597 0.2 0.3 0.6 0.11
H -4.407365 -5.930291 -0.376697 -0.8 0.5 0.1 0.12
H -5.130305 -3.782441 1.411083 0.2 -0.8 0.2 0.08
H -4.767265 -2.248231 0.964213 0.3 0.4 -1.3 0.08
H -3.407155 -3.243621 1.375803 0.0 -0.2 0.5 0.08
C -9.389325 -7.651531 3.603033 -0.2 -0.1 0.4 -0.13
O -8.955705 -8.024751 4.929493 1.6 0.9 -2.1 -0.19
C -7.476605 -8.266821 4.858513 -1.6 -1.5 2.0 -0.19
C -6.528325 -7.230061 4.295463 -1.4 -0.6 0.2 -0.23
N -5.096375 -7.424931 4.535303 0.0 0.7 0.3 -0.06
C -4.503945 -8.614631 3.960073 0.2 -1.3 -0.3 -0.20
C -2.941305 -8.490831 3.886943 -1.1 1.7 1.2 -0.21
O -2.695235 -7.694431 2.766763 0.1 0.2 -2.2 -0.21
C -1.413055 -7.111761 2.682693 0.7 -0.8 0.9 -0.10
H -9.153035 -8.402981 2.849653 0.4 -0.3 0.0 0.08
H -8.936105 -6.706331 3.304233 -0.1 0.1 -0.1 0.07
H -10.472485 -7.548981 3.537123 0.0 0.1 0.6 0.08
H -7.402455 -9.267191 4.432063 0.3 0.0 -0.5 0.11
H -7.309225 -8.401721 5.927103 0.6 0.0 0.0 0.12
H -6.844785 -6.330201 4.822903 0.3 0.5 -0.5 0.13
H -6.729765 -7.184971 3.225183 0.0 0.4 -0.3 0.11
H -4.793815 -6.747931 3.849583 0.9 0.8 0.4 0.10
H -4.964385 -8.688071 2.974833 0.6 -0.5 -0.7 0.11
H -4.834675 -9.530041 4.450743 0.2 0.1 0.5 0.11
H -2.278305 -9.344201 4.029393 -0.4 -0.7 -0.8 0.12
H -2.636875 -7.850931 4.715163 -0.3 0.0 0.8 0.11
H -0.689765 -7.821311 3.084553 0.2 0.0 0.5 0.08
H -1.363575 -6.196291 3.272243 0.0 0.2 0.0 0.09
H -0.981355 -6.965421 1.692583 -1.0 0.2 -0.4 0.08
O -1.472955 0.276869 -5.802917 -0.3 -0.4 -0.3 -0.07
C -2.694575 0.964109 -5.657287 0.5 0.9 1.9 -0.25
C -3.301645 0.451799 -4.300237 -0.8 -0.3 -2.9 -0.17
O -3.548515 -1.000771 -4.524217 0.5 1.8 0.8 -0.09
H -1.749535 -0.564711 -5.432967 0.8 -0.8 -0.3 0.06
H -2.420245 2.003169 -5.475087 -0.1 0.3 0.0 0.11
H -3.312265 0.972819 -6.555337 -0.3 -0.6 0.2 0.11
H -4.251895 0.969329 -4.168777 -0.1 -0.1 0.4 0.11
H -2.572945 0.719819 -3.535217 -0.1 -0.6 0.2 0.12
H -4.246035 -1.244481 -3.911287 0.1 -0.3 0.1 0.08
```
Forces are in eV/Å.

Output
Kohn-Sham gap: 8.3 eV
molar mass: 643.0 g mol⁻¹
structure (SMILES): CC1(C)CCCC(C)(C)N1O.CC1(C)CCCC(C)(C)N1O.COCCNCCOC.COCCNCCOC.OCCO
E_tot: -2084.19001 Ha

***

Below is a cluster of 14 separate species, C32H75BF4N6O7 in total, with properties calculated with ωB97M-V with the def2-TZVPD basis set.

XYZ file:
```
125
Properties=species:S:1:pos:R:3:forces:R:3:lowdin_charge:R:1
C 58.563000 35.378000 95.201000 -1.4 0.2 -1.7 -0.07
C 57.928000 35.202000 93.770000 -0.5 0.6 1.3 -0.16
C 57.953000 36.534000 92.983000 1.0 1.6 2.1 -0.15
N 57.243000 36.559000 91.676000 -0.1 0.0 0.8 -0.27
C 55.768000 36.252000 91.804000 -0.1 -1.4 -0.7 0.04
C 57.885000 35.557000 90.770000 -2.7 -3.3 0.5 -0.12
C 57.579000 36.083000 89.352000 3.0 -1.3 -0.3 -0.15
C 57.169000 37.571000 89.525000 2.2 -2.2 2.0 -0.13
C 57.332000 37.899000 91.040000 2.0 1.5 -0.7 -0.06
H 58.050000 36.153000 95.697000 -1.2 0.8 0.9 0.04
H 59.510000 35.787000 95.168000 2.4 0.6 -0.6 0.03
H 58.640000 34.529000 95.840000 -0.4 -1.0 0.1 0.07
H 56.856000 34.829000 93.975000 1.8 0.3 -1.0 0.10
H 58.595000 34.565000 93.218000 -0.4 -1.1 -0.2 0.08
H 58.990000 37.037000 92.950000 -1.0 -1.6 -1.0 0.14
H 57.576000 37.371000 93.556000 -1.2 0.0 0.4 0.12
H 55.746000 35.223000 92.199000 -0.4 0.4 -0.3 0.08
H 55.269000 36.294000 90.776000 0.9 0.1 1.6 0.11
H 55.278000 36.909000 92.512000 0.2 0.3 -0.1 0.09
H 57.342000 34.496000 91.089000 1.3 2.5 -1.2 0.16
H 58.914000 35.325000 91.047000 0.1 0.9 -0.2 0.12
H 56.868000 35.412000 88.784000 0.9 0.9 0.6 0.08
H 58.694000 36.103000 88.851000 -3.0 -0.4 0.6 0.13
H 56.183000 37.630000 89.308000 -2.9 0.9 -1.2 0.04
H 57.879000 37.913000 88.834000 0.3 2.3 -0.6 0.08
H 56.568000 38.642000 91.427000 0.9 -1.2 -0.3 0.14
H 58.384000 38.281000 91.318000 -1.6 -0.3 -0.6 0.14
B 55.737000 41.503000 92.845000 0.9 -0.2 0.5 -1.34
F 55.627000 40.092000 92.852000 -0.3 -1.7 0.1 0.07
F 55.522000 41.974000 94.104000 0.2 0.3 1.1 0.17
F 57.069000 41.729000 92.420000 0.2 0.4 -0.2 0.10
F 54.790000 41.964000 92.013000 -1.0 0.8 -1.6 0.19
C 59.983000 32.773000 87.487000 3.2 -1.8 -3.2 -0.08
C 61.418000 32.526000 87.173000 6.5 0.4 -1.5 -0.21
N 62.605000 32.401000 86.921000 -7.1 0.6 1.6 0.11
H 59.711000 31.875000 87.878000 -1.7 -2.0 1.8 0.04
H 59.766000 33.653000 87.890000 -0.4 3.3 3.2 0.01
H 59.445000 32.954000 86.603000 -0.6 -0.6 -1.8 0.07
C 62.438000 35.789000 88.943000 -1.2 4.9 -1.8 0.00
C 61.490000 37.062000 88.693000 -0.6 -0.3 -0.4 -0.17
N 60.776000 37.953000 88.398000 2.1 -2.6 1.1 0.11
H 62.378000 35.350000 89.844000 -0.9 -1.0 3.5 0.02
H 62.291000 35.054000 88.244000 -0.6 -1.4 -2.1 0.01
H 63.425000 36.161000 88.858000 1.1 0.4 -0.3 0.07
C 54.869000 37.200000 86.476000 -4.8 -3.5 -0.5 -0.05
C 54.497000 36.514000 85.167000 -1.8 -0.6 -4.2 -0.24
N 54.123000 36.058000 84.119000 1.9 2.0 5.1 0.10
H 54.817000 36.259000 87.151000 -0.2 2.2 -0.2 0.09
H 55.816000 37.457000 86.414000 4.7 1.4 -0.2 0.00
H 54.239000 38.110000 86.687000 0.3 -1.4 0.0 0.09
C 61.755000 39.098000 91.878000 1.3 0.5 3.4 -0.06
C 61.813000 37.653000 92.415000 0.6 3.6 -1.3 -0.26
N 61.806000 36.549000 92.690000 -0.1 -1.4 0.5 0.12
H 60.942000 39.066000 91.248000 -2.2 0.4 -1.2 0.00
H 61.592000 39.920000 92.747000 0.2 -2.3 -2.0 0.13
H 62.582000 39.456000 91.244000 0.2 -0.8 0.6 0.08
C 54.789000 31.346000 88.215000 4.4 0.6 -3.5 -0.02
C 55.994000 32.234000 88.258000 7.2 5.0 -0.5 -0.14
N 57.063000 32.889000 88.228000 -8.3 -5.0 0.3 0.15
H 53.969000 31.748000 88.578000 -3.7 2.0 2.5 0.00
H 54.551000 31.188000 87.149000 0.4 -0.4 0.3 0.11
H 55.170000 30.513000 88.694000 -0.1 -2.2 0.9 0.06
C 59.195000 31.924000 91.460000 -1.0 -5.9 1.4 -0.05
C 57.824000 31.400000 91.655000 -3.1 0.6 -0.2 -0.29
O 57.027000 32.456000 92.254000 -1.4 0.5 0.3 -0.15
H 59.724000 31.114000 90.966000 0.5 -0.7 0.4 0.10
H 59.660000 32.134000 92.341000 1.3 1.0 2.3 0.06
H 59.252000 32.545000 90.733000 0.0 5.2 -4.2 -0.01
H 57.689000 30.575000 92.325000 0.7 -0.8 0.4 0.10
H 57.334000 31.075000 90.695000 0.6 0.4 0.5 0.10
H 56.027000 32.316000 92.435000 2.3 -0.2 -1.0 0.08
C 54.946000 38.114000 97.130000 -3.1 -3.6 -2.7 -0.04
C 54.932000 38.882000 95.784000 -10.5 -7.8 2.4 -0.30
O 54.795000 38.040000 94.664000 1.0 0.7 0.1 -0.05
H 55.776000 37.427000 97.293000 0.2 -0.2 -0.7 0.06
H 53.947000 37.458000 96.948000 2.2 0.9 1.2 0.11
H 54.884000 38.560000 98.068000 -0.6 1.8 1.2 0.04
H 55.616000 39.409000 95.906000 11.9 8.4 -0.1 -0.02
H 54.090000 39.539000 95.808000 -0.9 0.5 0.1 0.13
H 54.926000 38.783000 94.059000 0.0 -0.6 -1.5 0.05
C 53.280000 35.089000 89.346000 0.5 -1.8 -4.5 -0.06
C 52.251000 34.033000 89.488000 -1.2 1.7 -5.9 -0.32
O 50.876000 34.477000 89.584000 -0.4 -1.4 -2.7 -0.09
H 53.183000 35.492000 88.277000 -0.3 0.0 1.6 0.10
H 54.268000 34.623000 89.251000 0.1 0.0 0.7 0.07
H 53.230000 35.838000 90.016000 0.0 2.6 2.4 0.03
H 52.278000 33.407000 90.212000 1.5 -4.0 5.2 0.03
H 52.309000 33.381000 88.521000 0.2 0.9 1.4 0.14
H 50.552000 33.839000 88.861000 -0.5 2.0 1.9 0.12
C 54.147000 30.048000 91.937000 -1.0 0.3 1.4 -0.07
C 53.771000 31.315000 92.833000 -2.9 -2.1 -4.4 -0.31
O 54.095000 32.551000 92.165000 -0.7 -0.4 3.4 -0.13
H 55.120000 30.184000 91.399000 0.5 -0.8 2.0 0.05
H 53.686000 30.140000 90.968000 -1.9 -0.5 0.0 0.03
H 53.795000 29.076000 92.658000 1.6 2.4 -2.7 0.16
H 54.216000 31.083000 93.705000 2.3 0.3 3.3 0.05
H 52.648000 31.227000 93.113000 1.4 0.4 -0.8 0.14
H 53.869000 33.126000 92.989000 0.8 0.3 -2.3 0.08
C 54.902000 34.434000 95.809000 -0.1 2.8 2.9 -0.08
C 53.537000 34.675000 95.149000 0.1 1.1 3.6 -0.32
O 53.829000 34.627000 93.808000 3.2 -1.8 0.4 -0.06
H 55.194000 33.553000 95.304000 1.3 -1.2 0.1 0.04
H 54.858000 34.392000 97.027000 0.0 -0.4 -3.1 0.14
H 55.626000 35.353000 95.599000 -1.6 -2.0 0.2 0.09
H 53.144000 35.700000 95.518000 0.3 -1.5 -1.0 0.13
H 52.793000 33.876000 95.379000 0.4 0.5 0.3 0.12
H 53.146000 35.057000 93.448000 -3.9 2.6 -3.1 0.05
C 53.937000 39.967000 89.041000 -2.1 1.9 -0.8 -0.05
C 53.102000 39.240000 90.082000 4.4 0.1 -3.5 -0.39
O 53.887000 38.641000 90.990000 2.5 -1.7 2.6 -0.05
H 54.397000 40.849000 89.651000 -0.4 -1.2 -2.0 0.11
H 53.124000 40.224000 88.163000 2.2 0.3 2.1 0.13
H 54.643000 39.310000 88.505000 0.0 0.3 0.8 0.03
H 52.390000 38.751000 89.581000 -2.1 -4.0 -1.9 0.08
H 52.491000 39.745000 90.608000 -4.1 5.4 3.3 0.06
H 54.286000 39.380000 91.522000 -0.3 -1.0 -0.4 0.09
C 59.798000 38.950000 95.288000 -0.4 0.7 0.5 -0.09
C 59.059000 40.059000 94.719000 -2.7 3.0 -1.1 -0.30
O 59.046000 39.844000 93.313000 -1.5 2.2 -1.3 -0.16
H 59.310000 38.047000 95.312000 -1.9 -1.9 0.0 0.03
H 60.105000 39.122000 96.245000 0.7 0.6 2.9 0.06
H 60.646000 38.702000 94.786000 2.7 -0.1 -1.9 0.04
H 59.503000 41.188000 94.851000 -1.0 -2.8 0.5 0.17
H 57.892000 40.019000 94.999000 2.6 0.5 0.2 0.15
H 58.455000 40.626000 92.977000 1.2 -2.1 0.3 0.11
```
Forces are in eV/Å.

Output
Kohn-Sham gap: 9.5 eV
molar mass: 742.8 g mol⁻¹
relative energy (zero: lowest compared OMol25 entry of this formula, charge and spin): 1.6908 eV
E_tot: -2543.39056 Ha